# 1
Formula: C5H12O2
Source: the OMol25 dataset
Level of theory: the ωB97M-V functional and the def2-TZVPD basis

The calculation puts the gap between HOMO and LUMO at 0.39590 Eh. Its energy relative to the best compared isomer or geometry (same formula, charge and spin) is 30.7 kcal per mole. As for the spin multiplicity: 1. As for the structure (SMILES): CO[C@@H](C)CCO. The value obtained for the electronic energy is -348.15597 hartree.

Last column: Löwdin charge in e.
Atoms and positions in Å:
C (-0.329, -0.474, 2.169)  -0.09
O (-0.651, 0.074, 0.900)  -0.22
C (-0.008, -0.463, -0.290)  -0.39
C (-0.724, -1.742, -0.657)  -0.04
C (-0.079, 0.678, -1.315)  -0.12
C (0.993, 1.729, -0.968)  -0.26
O (1.211, 1.787, 0.425)  -0.09
H (-0.753, -1.476, 2.316)  0.08
H (-0.774, 0.187, 2.923)  0.10
H (0.756, -0.500, 2.340)  0.10
H (1.058, -0.662, -0.095)  0.15
H (-1.792, -1.531, -0.758)  0.09
H (-0.580, -2.459, 0.157)  0.08
H (-0.349, -2.193, -1.581)  0.09
H (-1.084, 1.114, -1.259)  0.12
H (0.046, 0.319, -2.347)  0.12
H (1.950, 1.464, -1.440)  0.12
H (0.712, 2.723, -1.347)  0.11
H (0.399, 1.425, 0.827)  0.05


# 2
Formula: C3H7N
Source: the OMol25 dataset
Level of theory: the ωB97M-V functional and the def2-TZVPD basis

The calculation puts the gap between HOMO and LUMO at 0.38421 Eh. Its energy relative to the best compared isomer or geometry (same formula, charge and spin) is 14.9 kcal per mole. As for the spin multiplicity: 1. As for the structure (SMILES): C=CCN. The value obtained for the electronic energy is -173.21837 hartree.

Last column: Löwdin charge in e.
Atoms and positions in Å:
C (-1.831, -0.050, -0.167)  0.00
C (-0.617, -0.359, 0.289)  -0.22
C (0.596, 0.468, 0.238)  -0.31
N (1.749, -0.362, -0.090)  -0.02
H (-2.004, 0.879, -0.748)  0.06
H (-2.695, -0.626, 0.083)  0.04
H (-0.556, -1.327, 0.732)  0.09
H (0.677, 0.845, 1.279)  0.12
H (0.527, 1.329, -0.478)  0.12
H (1.545, -0.880, -0.969)  0.09
H (2.608, 0.085, -0.170)  0.03


# 3
Formula: C22H18N2O3S
Source: the OMol25 dataset
Level of theory: the ωB97M-V functional and the def2-TZVPD basis

The calculation puts the gap between HOMO and LUMO at 0.29592 Eh. Its energy relative to the best compared isomer or geometry (same formula, charge and spin) is 94.2 kcal per mole. As for the spin multiplicity: 1. As for the structure (SMILES): O=C(c1cc(-n2ccc3ccccc32)c(O)cc1O)N1CCc2sccc2C1. The value obtained for the electronic energy is -1582.49737 hartree.

Last column: Löwdin charge in e.
Atoms and positions in Å:
O (3.199, 0.711, 1.977)  0.01
C (2.225, -0.011, 1.697)  -0.31
C (1.018, 0.753, 1.211)  -0.05
C (-0.010, 0.111, 0.443)  0.04
C (-1.131, 0.786, -0.006)  -0.13
N (-2.136, 0.023, -0.669)  0.02
C (-2.577, -1.241, -0.268)  -0.06
C (-3.528, -1.770, -1.101)  -0.01
C (-3.660, -0.720, -2.039)  -0.25
C (-4.446, -0.759, -3.180)  0.00
C (-4.418, 0.355, -4.120)  -0.11
C (-3.618, 1.416, -3.916)  -0.15
C (-2.730, 1.387, -2.851)  -0.01
C (-2.786, 0.329, -1.869)  -0.13
C (-1.263, 2.147, 0.314)  -0.23
O (-2.272, 2.970, -0.042)  0.07
C (-0.267, 2.787, 1.082)  0.06
C (0.907, 2.146, 1.435)  -0.23
O (1.933, 2.914, 1.962)  0.06
N (2.456, -1.375, 1.889)  -0.05
C (3.866, -1.932, 1.994)  -0.07
C (3.895, -2.696, 3.387)  -0.14
C (2.851, -3.770, 3.271)  -0.52
S (2.929, -5.362, 4.026)  0.99
C (1.209, -5.610, 3.666)  -0.38
C (0.667, -4.524, 2.969)  -0.13
C (1.636, -3.487, 2.818)  -0.29
C (1.335, -2.283, 1.928)  -0.11
H (0.132, -0.927, 0.023)  0.14
H (-2.217, -1.868, 0.546)  0.12
H (-3.946, -2.765, -1.203)  0.11
H (-4.916, -1.677, -3.458)  0.10
H (-5.203, 0.326, -4.895)  0.10
H (-3.558, 2.314, -4.653)  0.14
H (-2.126, 2.349, -2.838)  0.12
H (-2.506, 3.430, 0.760)  0.11
H (-0.240, 3.910, 1.253)  0.16
H (2.662, 2.331, 2.194)  0.06
H (3.931, -2.604, 1.165)  0.12
H (4.680, -1.219, 1.972)  0.11
H (3.710, -2.025, 4.226)  0.12
H (4.936, -3.210, 3.473)  0.14
H (0.833, -6.680, 3.849)  0.09
H (-0.353, -4.442, 2.623)  0.10
H (0.503, -1.648, 2.328)  0.15
H (1.274, -2.636, 0.877)  0.14


# 4
Formula: C5H15N2
Source: the OMol25 dataset
Level of theory: the ωB97M-V functional and the def2-TZVPD basis

The calculation puts the gap between HOMO and LUMO (alpha / beta) at 0.31699 / 0.21536 Eh. The expectation value of S² is 0.753. Its net charge is +2. Its energy relative to the best compared isomer or geometry (same formula, charge and spin) is 103.8 kcal per mole. As for the spin multiplicity: 2. The value obtained for the electronic energy is -308.17279 hartree.

Last column: Löwdin charge in e.
Atoms and positions in Å:
N (-3.493, 0.990, -0.438)  0.47
C (0.658, -0.651, 0.714)  0.16
C (1.764, -0.959, -0.207)  -0.15
C (1.961, 0.298, -1.124)  -0.19
C (2.529, 1.405, -0.181)  -0.03
C (-0.702, -0.419, 0.241)  -0.22
N (-1.846, -0.976, 1.030)  0.02
H (-3.399, 0.107, 0.121)  0.12
H (-3.645, 0.916, -1.455)  0.16
H (-4.298, 1.544, -0.092)  0.16
H (0.852, -0.970, 1.744)  0.17
H (2.745, -1.033, 0.268)  0.14
H (1.641, -1.917, -0.733)  0.18
H (2.636, 0.109, -1.956)  0.13
H (0.975, 0.494, -1.547)  0.09
H (2.321, 2.433, -0.468)  0.09
H (1.881, 1.213, 0.708)  0.07
H (3.583, 1.246, 0.026)  0.10
H (-0.825, -0.768, -0.796)  0.16
H (-0.933, 0.662, 0.200)  0.15
H (-1.600, -1.960, 1.105)  0.11
H (-1.881, -0.608, 1.980)  0.11


# 5
Formula: C5H9CrF8N4O16S4
Source: the OMol25 dataset
Level of theory: the ωB97M-V functional and the def2-TZVPD basis

The calculation puts the gap between HOMO and LUMO (alpha / beta) at 0.26429 / 0.27161 Eh. The expectation value of S² is 6.006. Its net charge is -1. Its energy relative to the best compared isomer or geometry (same formula, charge and spin) is 17.9 kcal per mole. As for the spin multiplicity: 5. The value obtained for the electronic energy is -5054.78198 hartree.

Last column: Löwdin charge in e.
Atoms and positions in Å:
Cr (-43.722, -10.155, -12.843)  0.80
C (-40.901, -7.318, -10.849)  -0.64
F (-40.150, -6.819, -9.888)  0.15
F (-42.003, -6.584, -11.059)  0.11
F (-40.191, -7.269, -11.990)  0.11
S (-41.423, -9.095, -10.403)  0.54
O (-42.512, -9.369, -11.363)  -0.41
O (-40.315, -10.022, -10.576)  -0.28
O (-41.813, -8.985, -9.018)  -0.29
C (-40.920, -13.290, -14.742)  -0.67
F (-41.972, -13.608, -15.500)  0.12
F (-40.032, -14.299, -14.727)  0.12
F (-40.353, -12.227, -15.292)  0.12
S (-41.484, -12.903, -13.017)  0.52
O (-42.272, -11.687, -13.184)  -0.39
O (-42.271, -14.060, -12.620)  -0.30
O (-40.298, -12.677, -12.191)  -0.29
N (-45.014, -11.158, -11.632)  -0.34
S (-45.729, -11.120, -10.241)  0.46
O (-45.148, -11.970, -9.245)  -0.23
O (-47.117, -10.793, -10.172)  -0.25
F (-45.130, -9.699, -9.802)  -0.20
S (-45.940, -12.466, -12.278)  0.60
O (-47.095, -11.987, -12.982)  -0.27
O (-46.018, -13.668, -11.478)  -0.23
F (-44.962, -12.777, -13.517)  -0.18
C (-45.577, -6.768, -11.430)  0.07
N (-44.635, -6.855, -12.569)  -0.40
O (-44.456, -5.891, -13.267)  0.10
O (-44.091, -7.927, -12.719)  -0.02
H (-46.018, -5.781, -11.331)  0.10
H (-45.106, -7.249, -10.575)  0.11
H (-46.438, -7.398, -11.666)  0.11
C (-45.590, -9.796, -16.973)  0.07
N (-45.762, -9.792, -15.495)  -0.37
O (-46.782, -9.405, -14.975)  0.12
O (-44.825, -10.213, -14.819)  -0.01
H (-46.547, -10.020, -17.441)  0.10
H (-44.907, -10.586, -17.274)  0.10
H (-45.226, -8.847, -17.360)  0.11
C (-40.795, -8.132, -15.737)  0.07
N (-41.725, -9.214, -15.337)  -0.37
O (-42.133, -9.977, -16.177)  0.10
O (-42.139, -9.176, -14.183)  0.00
H (-41.384, -7.215, -15.738)  0.11
H (-40.504, -8.367, -16.757)  0.10
H (-39.948, -7.972, -15.077)  0.11